Molecular formula: C49H52EuN6O2P2S2Si2
Method: DFT, wB97M-V/def2-TZVPD

**HOMO-LUMO gap (alpha / beta)**: 4.14 / 4.72 eV
**HOMO level (alpha / beta)**: -0.0879 / -0.1741 hartree
**Energy above the lowest of the compared OMol25 structures with the same formula, charge and spin**: 0.0 kJ/mol
**Electronic energy**: -5145.9093 hartree
**LUMO energy (alpha / beta)**: 1.748 / -0.019 eV
**Charge**: -1
**Spin multiplicity**: 7
**Maximum force**: 0.0556 Eh/bohr

Each line ends with the Löwdin spin population.
CARTESIAN COORDINATES (ANGSTROEM)
Eu: 0.780 -0.713 0.382  4.1011
C: 5.618 1.607 -0.124  0.0005
Si: 4.368 0.181 -0.198  0.0047
C: 4.623 -0.740 -1.828  0.0008
C: 4.689 -1.015 1.235  0.0013
N: 2.704 0.634 -0.096  0.0252
P: 1.879 2.006 -0.139  0.0906
C: 0.230 1.654 -0.524  0.6013
P: -1.086 1.571 0.600  0.0782
N: -1.418 0.029 0.904  0.0182
Si: -2.301 -0.841 2.100  0.0038
C: -1.908 -2.636 1.635  0.0028
C: -1.816 -0.635 3.917  -0.0001
C: -4.163 -0.472 2.030  0.0007
C: -2.348 2.315 -0.503  0.0256
C: -2.643 3.676 -0.535  0.0145
C: -3.401 4.202 -1.570  -0.0018
C: -3.853 3.381 -2.593  0.0114
C: -3.555 2.025 -2.572  -0.0011
C: -2.803 1.499 -1.536  0.0139
C: -1.379 2.462 2.170  -0.0031
C: -0.388 2.658 3.126  -0.0001
C: -0.705 3.193 4.365  0.0000
C: -2.018 3.516 4.668  0.0000
C: -3.020 3.278 3.736  -0.0002
C: -2.705 2.752 2.496  -0.0008
C: 2.520 3.005 -1.536  0.0221
C: 3.486 3.998 -1.414  0.0042
C: 3.981 4.634 -2.543  0.0017
C: 3.514 4.285 -3.801  0.0032
C: 2.560 3.286 -3.935  0.0004
C: 2.069 2.647 -2.808  0.0083
C: 2.296 3.080 1.269  -0.0008
C: 1.797 4.382 1.313  0.0008
C: 2.173 5.230 2.339  0.0006
C: 3.042 4.778 3.326  -0.0009
C: 3.506 3.472 3.305  0.0003
C: 3.130 2.618 2.278  -0.0013
H: 6.623 1.219 0.050  0.0001
H: 5.380 2.308 0.680  0.0000
H: 5.626 2.167 -1.062  0.0000
H: 5.639 -1.136 -1.904  0.0002
H: 4.440 -0.092 -2.691  0.0000
H: 3.928 -1.581 -1.872  -0.0002
H: 4.947 -2.003 0.851  0.0007
H: 3.787 -1.121 1.842  -0.0001
H: 5.500 -0.690 1.892  0.0001
H: -0.837 -2.817 1.777  0.0005
H: -2.154 -2.849 0.595  0.0001
H: -2.446 -3.350 2.264  0.0003
H: -0.917 -1.208 4.144  0.0000
H: -2.620 -0.991 4.567  0.0000
H: -1.615 0.410 4.169  0.0000
H: -4.470 -0.123 1.043  0.0000
H: -4.412 0.303 2.759  0.0000
H: -4.746 -1.362 2.275  0.0001
H: -2.283 4.325 0.255  0.0001
H: -3.633 5.260 -1.585  -0.0003
H: -4.430 3.800 -3.407  0.0008
H: -3.901 1.389 -3.379  -0.0003
H: -2.545 0.448 -1.486  0.0003
H: 0.628 2.357 2.919  0.0001
H: 0.080 3.330 5.098  0.0000
H: -2.266 3.938 5.634  0.0000
H: -4.054 3.487 3.983  0.0000
H: -3.489 2.539 1.779  -0.0001
H: 3.858 4.273 -0.435  0.0002
H: 4.743 5.396 -2.437  0.0001
H: 3.895 4.798 -4.676  0.0002
H: 2.207 3.001 -4.918  0.0000
H: 1.324 1.865 -2.886  0.0012
H: 1.119 4.720 0.535  0.0011
H: 1.789 6.242 2.367  0.0000
H: 3.350 5.449 4.118  -0.0001
H: 4.160 3.111 4.087  0.0000
H: 3.461 1.586 2.252  0.0000
S: 2.061 0.590 5.022  0.0022
C: 1.621 -0.116 3.652  0.0024
N: 1.302 -0.636 2.645  -0.0013
O: 1.954 -2.309 -0.376  0.1326
N: 1.583 -2.902 0.784  0.4347
C: 2.368 -3.902 1.245  0.1385
C: 3.513 -4.377 0.564  0.0448
N: 4.437 -4.776 -0.017  0.1041
C: 2.027 -4.570 2.444  0.0341
N: 1.771 -5.153 3.413  0.0720
O: -0.664 -1.734 -1.372  -0.0011
S: -1.378 -1.869 -2.669  0.0002
C: -2.617 -3.213 -2.479  0.0003
C: -3.917 -2.789 -1.853  0.0000
C: -4.538 -3.626 -0.931  0.0000
C: -5.772 -3.291 -0.396  0.0000
C: -6.393 -2.107 -0.762  0.0000
C: -5.782 -1.267 -1.680  0.0000
C: -4.559 -1.614 -2.230  0.0000
C: -0.182 -2.805 -3.763  0.0003
C: 0.078 -4.209 -3.318  0.0001
C: -0.553 -5.292 -3.930  -0.0001
C: -0.406 -6.570 -3.415  0.0000
C: 0.368 -6.780 -2.280  0.0000
C: 1.026 -5.714 -1.685  0.0014
C: 0.890 -4.436 -2.208  0.0022
H: -2.127 -3.989 -1.894  0.0000
H: -2.796 -3.578 -3.494  0.0000
H: -4.052 -4.549 -0.637  0.0000
H: -6.245 -3.957 0.315  0.0000
H: -7.344 -1.832 -0.324  0.0000
H: -6.254 -0.336 -1.969  0.0000
H: -4.099 -0.969 -2.967  0.0000
H: 0.713 -2.189 -3.678  0.0001
H: -0.589 -2.748 -4.774  0.0000
H: -1.165 -5.141 -4.814  0.0000
H: -0.905 -7.403 -3.894  0.0000
H: 0.458 -7.776 -1.865  0.0001
H: 1.644 -5.867 -0.808  0.0007
H: 1.399 -3.600 -1.739  0.0007